Entry from the OMol25 dataset: a structure of composition C35H26N6O11PbS4Te (ωB97M-V with the def2-TZVPD basis set).

Calculated values
Orbital gap = 8.0 eV
Molar mass = 1169.7 g mol⁻¹
HOMO = -0.3177 hartree

Cartesian coordinates (Å):
Pb -0.295 -0.240 -0.217
O -3.300 -3.292 0.587
S -2.134 -2.488 0.800
O -2.411 -1.030 0.880
O -1.023 -2.715 -0.122
C -1.560 -2.859 2.479
C -2.632 -3.071 3.348
C -2.450 -3.230 4.707
C -1.172 -3.178 5.238
C -0.095 -2.987 4.397
C -0.267 -2.822 3.019
S 1.354 -2.740 2.237
O 1.963 -4.008 2.472
O 2.048 -1.617 3.038
O 1.310 -2.273 0.858
H -3.623 -3.114 2.919
H -3.306 -3.392 5.349
H -1.008 -3.302 6.300
H 0.905 -2.973 4.807
N 0.445 4.586 0.471
C 1.400 4.829 1.483
C 1.243 5.909 2.337
C 2.169 6.142 3.342
C 3.245 5.285 3.514
C 3.396 4.193 2.672
C 2.483 3.976 1.651
S 2.704 2.654 0.498
N 1.123 2.393 -0.085
C 0.262 3.334 -0.063
C -1.092 3.084 -0.656
C -1.723 4.053 -1.418
C -2.980 3.769 -1.933
C -3.563 2.549 -1.646
C -2.853 1.638 -0.878
N -1.637 1.894 -0.402
H -0.379 5.163 0.517
H 0.394 6.572 2.209
H 2.043 6.996 3.994
H 3.966 5.459 4.300
H 4.224 3.510 2.805
H -1.230 4.991 -1.641
H -3.488 4.491 -2.558
H -4.542 2.289 -2.023
H -3.254 0.658 -0.644
Te 2.458 0.073 1.754
C 3.531 0.833 3.368
C 4.893 0.928 3.451
C 5.332 1.454 4.694
C 4.290 1.731 5.532
S 2.787 1.365 4.814
H 5.555 0.625 2.650
H 6.369 1.601 4.959
H 4.335 2.118 6.537
O -1.102 1.227 -3.765
C -1.700 0.281 -3.267
O -1.488 -0.212 -2.098
C -2.834 -0.381 -4.020
C -3.156 0.079 -5.293
C -4.201 -0.492 -5.998
C -4.911 -1.517 -5.399
C -4.613 -1.997 -4.138
C -3.557 -1.421 -3.448
N -6.036 -2.123 -6.142
O -6.231 -1.738 -7.277
O -6.772 -2.873 -5.533
H -2.574 0.887 -5.713
H -4.472 -0.160 -6.989
H -5.193 -2.803 -3.715
H -3.286 -1.782 -2.465
N 4.061 -3.802 -2.033
C 4.394 -2.814 -2.899
O 5.371 -2.871 -3.620
C 3.487 -1.618 -2.928
C 3.509 -0.787 -4.042
C 2.676 0.315 -4.075
C 1.855 0.567 -2.985
N 1.850 -0.210 -1.901
C 2.646 -1.282 -1.883
H 4.655 -4.612 -1.999
H 3.208 -3.805 -1.503
H 4.176 -1.028 -4.859
H 2.643 0.971 -4.933
H 1.162 1.397 -2.988
H 2.607 -1.874 -0.975

Entry from the OMol25 dataset: a structure of composition C23H16AgBrN4O9 (ωB97M-V with the def2-TZVPD basis set).

Calculated values
Orbital gap = 7.0 eV
Molar mass = 680.2 g mol⁻¹
Total charge = -2
HOMO = -0.0967 hartree

Cartesian coordinates (Å):
Ag 1.201 -0.920 -1.914
O 3.976 2.394 -0.524
C 4.676 1.830 0.459
C 5.595 2.602 1.182
C 6.330 2.046 2.213
C 6.174 0.706 2.546
C 5.267 -0.060 1.827
C 4.513 0.472 0.792
C 3.540 -0.411 0.013
O 3.039 0.205 -1.097
N 2.490 -0.840 0.969
N 1.666 -1.774 0.421
C 0.461 -1.842 0.843
C -0.484 -2.811 0.317
Br 0.070 -3.804 -1.196
C -1.734 -2.954 0.759
C -2.302 -2.231 1.907
C -3.546 -1.610 1.778
C -4.100 -0.914 2.837
C -3.428 -0.836 4.051
C -2.199 -1.462 4.195
C -1.641 -2.156 3.131
H 3.428 1.587 -0.923
H 5.705 3.644 0.910
H 7.032 2.665 2.761
H 6.747 0.267 3.353
H 5.124 -1.107 2.073
H 4.051 -1.360 -0.235
H 1.987 -0.026 1.327
H 0.062 -1.126 1.565
H -2.416 -3.581 0.197
H -4.056 -1.646 0.823
H -5.049 -0.411 2.709
H -3.857 -0.281 4.875
H -1.666 -1.406 5.136
H -0.685 -2.653 3.247
O -1.303 -1.186 -5.476
C -0.808 -0.785 -4.415
O 0.352 -1.060 -3.992
C -1.680 0.186 -3.600
C -2.445 1.064 -4.311
C -3.297 1.993 -3.678
C -3.402 2.021 -2.300
C -2.635 1.149 -1.562
C -1.750 0.157 -2.147
O -1.168 -0.695 -1.448
N -2.778 1.227 -0.124
O -3.857 1.616 0.326
O -1.843 0.915 0.590
N -4.073 2.908 -4.451
O -3.985 2.874 -5.674
O -4.830 3.686 -3.870
H -2.405 1.020 -5.389
H -4.063 2.717 -1.806

Entry from the OMol25 dataset: an isolated molecule of C19H21FN4O2 at a distorted geometry (ωB97M-V with the def2-TZVPD basis set).

Calculated values
Orbital gap = 8.1 eV
Molar mass = 356.4 g mol⁻¹
SMILES = CC1(C)C[C@@H](NC(=O)NC2=CC=C[C@@H]3NN=C[C@H]23)c2ccc(F)cc2O1
HOMO = -0.2871 hartree

Cartesian coordinates (Å):
C 4.401 1.459 -1.548
C 3.480 1.387 -0.327
C 3.574 2.715 0.478
C 2.012 1.183 -0.823
C 1.089 1.043 0.370
N -0.245 0.709 -0.132
C -1.200 1.688 -0.316
O -0.930 2.874 -0.233
N -2.482 1.434 -0.711
C -3.197 0.266 -0.996
C -4.518 0.522 -1.334
C -5.412 -0.548 -1.703
C -4.953 -1.863 -1.762
C -3.484 -2.183 -1.656
N -3.264 -3.381 -0.856
N -2.924 -3.070 0.407
C -2.500 -1.839 0.381
C -2.646 -1.161 -0.948
C 1.619 0.008 1.347
C 0.818 -0.556 2.285
C 1.363 -1.457 3.251
C 2.727 -1.720 3.288
F 3.099 -2.601 4.250
C 3.580 -1.105 2.352
C 3.036 -0.253 1.403
O 3.915 0.269 0.483
H 5.426 1.658 -1.243
H 4.032 2.249 -2.228
H 4.387 0.574 -2.178
H 3.028 3.539 0.025
H 4.638 2.998 0.612
H 3.180 2.670 1.501
H 1.960 0.289 -1.447
H 1.662 2.013 -1.438
H 1.061 1.975 0.880
H -0.499 -0.252 -0.331
H -3.012 2.298 -0.814
H -4.961 1.508 -1.222
H -6.475 -0.258 -1.883
H -5.653 -2.627 -1.981
H -3.108 -2.291 -2.671
H -3.948 -4.138 -1.008
H -2.168 -1.286 1.256
H -1.652 -1.125 -1.430
H -0.237 -0.378 2.287
H 0.728 -1.948 4.002
H 4.655 -1.285 2.363

Entry from the OMol25 dataset: a cluster of 6 separate species, C36H95N16O7P5 in total at a distorted geometry (ωB97M-V with the def2-TZVPD basis set).

Calculated values
Orbital gap = 7.7 eV
Molar mass = 1019.1 g mol⁻¹
SMILES = CN(C)P(=O)(N(C)C)N(C)C.CN(C)P(=O)(N(C)C)N(C)C.CN(C)P(=O)(N(C)C)N(C)C.CN(C)P(=O)(N(C)C)N(C)C.CN(C)P(=O)(N(C)C)N(C)C.O=[N+]([O-])c1ccccc1
HOMO = -0.2974 hartree

Cartesian coordinates (Å):
C -3.418 8.173 0.520
N -2.740 7.417 -0.517
C -1.663 6.591 0.039
P -3.696 6.581 -1.669
O -2.780 5.614 -2.283
N -4.990 5.934 -0.771
C -5.484 4.634 -1.300
C -6.054 6.809 -0.268
N -4.380 7.663 -2.718
C -5.634 7.416 -3.409
C -3.400 8.441 -3.483
H -3.844 7.674 1.397
H -4.164 8.825 0.069
H -2.749 8.903 0.995
H -1.247 7.014 0.949
H -0.917 6.463 -0.745
H -2.035 5.576 0.218
H -6.346 4.697 -1.968
H -4.683 4.250 -1.933
H -5.651 3.972 -0.454
H -6.111 6.921 0.815
H -6.018 7.841 -0.617
H -6.996 6.403 -0.645
H -5.529 6.658 -4.194
H -6.405 7.258 -2.662
H -5.819 8.332 -3.975
H -2.933 7.780 -4.224
H -2.594 8.951 -2.961
H -3.926 9.190 -4.078
C 3.124 1.419 -1.720
N 4.319 1.557 -2.568
C 4.735 2.954 -2.807
P 5.024 0.110 -3.101
O 4.723 -1.038 -2.262
N 4.394 -0.029 -4.667
C 4.349 1.061 -5.635
C 4.095 -1.377 -5.185
N 6.708 0.398 -3.277
C 7.335 0.905 -4.493
C 7.335 0.960 -2.090
H 2.371 2.135 -2.058
H 3.351 1.714 -0.689
H 2.725 0.409 -1.700
H 3.988 3.475 -3.416
H 5.705 2.870 -3.282
H 4.593 3.486 -1.863
H 5.326 1.265 -6.079
H 3.531 0.919 -6.337
H 4.103 2.013 -5.157
H 3.869 -1.279 -6.247
H 4.906 -2.085 -5.027
H 3.133 -1.631 -4.736
H 6.931 0.342 -5.336
H 7.045 1.949 -4.656
H 8.411 0.760 -4.449
H 7.246 2.050 -2.008
H 8.371 0.623 -2.017
H 6.871 0.600 -1.167
C 1.517 1.814 4.861
N 1.401 1.412 3.451
C 2.605 1.565 2.633
P -0.171 1.088 2.938
O -1.083 0.641 4.000
N -0.670 2.556 2.184
C 0.138 3.778 2.354
C -2.069 2.885 1.915
N -0.149 0.095 1.556
C 0.641 0.454 0.359
C -0.374 -1.332 1.797
H 1.637 2.905 4.917
H 2.456 1.409 5.241
H 0.681 1.587 5.514
H 2.635 0.618 2.083
H 3.495 1.553 3.253
H 2.467 2.334 1.872
H -0.364 4.691 2.693
H 1.002 3.652 2.996
H 0.408 4.047 1.324
H -2.532 1.896 1.847
H -2.490 3.408 2.777
H -2.201 3.426 0.978
H 1.233 1.346 0.488
H 1.342 -0.380 0.222
H -0.069 0.386 -0.463
H 0.537 -1.849 2.116
H -0.613 -1.780 0.828
H -1.189 -1.645 2.443
C 1.987 -5.317 -5.530
N 1.556 -4.411 -4.467
C 2.509 -4.244 -3.374
P 0.235 -3.401 -4.801
O 0.463 -2.502 -5.950
N -1.009 -4.473 -5.063
C -1.436 -5.476 -4.078
C -1.832 -4.414 -6.297
N -0.088 -2.593 -3.341
C -0.221 -1.135 -3.440
C -0.268 -3.148 -2.002
H 2.185 -4.693 -6.413
H 1.161 -5.951 -5.867
H 2.879 -5.901 -5.329
H 3.332 -3.546 -3.555
H 2.858 -5.161 -2.904
H 1.982 -3.679 -2.599
H -1.581 -5.071 -3.079
H -2.361 -5.962 -4.371
H -0.629 -6.211 -3.992
H -1.130 -4.431 -7.132
H -2.550 -5.218 -6.409
H -2.316 -3.436 -6.290
H 0.747 -0.632 -3.559
H -0.807 -0.849 -4.311
H -0.604 -0.737 -2.504
H -1.322 -3.042 -1.726
H 0.362 -2.684 -1.242
H -0.086 -4.218 -2.061
C -5.874 -4.366 4.147
N -4.888 -5.140 4.867
C -4.035 -5.922 4.002
P -4.464 -4.554 6.408
O -5.595 -4.188 7.292
N -3.477 -5.782 7.002
C -3.956 -7.175 6.987
C -2.246 -5.572 7.737
N -3.407 -3.223 6.034
C -2.234 -3.353 5.176
C -3.189 -2.308 7.134
H -5.513 -3.390 3.792
H -6.688 -4.005 4.785
H -6.358 -4.925 3.347
H -3.224 -6.311 4.622
H -3.528 -5.333 3.229
H -4.585 -6.746 3.544
H -4.957 -7.152 6.562
H -3.340 -7.814 6.350
H -3.936 -7.585 7.997
H -1.958 -4.524 7.697
H -2.399 -5.853 8.781
H -1.377 -6.059 7.285
H -2.366 -4.200 4.511
H -2.049 -2.390 4.700
H -1.360 -3.588 5.799
H -4.093 -1.840 7.534
H -2.670 -1.444 6.704
H -2.649 -2.663 8.019
O 2.532 -3.167 0.364
N 3.054 -3.083 1.452
O 2.719 -3.757 2.403
C 4.116 -2.116 1.627
C 5.036 -2.318 2.665
C 6.007 -1.350 2.787
C 5.997 -0.199 1.999
C 4.998 0.077 1.072
C 4.143 -0.993 0.834
H 4.882 -3.150 3.336
H 6.877 -1.573 3.393
H 6.773 0.549 2.125
H 5.117 0.877 0.356
H 3.519 -0.936 -0.050

Entry from the OMol25 dataset: an isolated molecule of C6H11N at a distorted geometry (ωB97M-V with the def2-TZVPD basis set).

Calculated values
Orbital gap = 11.2 eV
Molar mass = 97.2 g mol⁻¹
SMILES = CCC[C@@H](C)C#N
HOMO = -0.3754 hartree

Cartesian coordinates (Å):
C -0.231 -1.895 -1.125
C 0.788 -0.720 -1.177
C 0.283 0.622 -0.621
C 0.228 0.693 0.919
C -0.508 1.928 1.427
C -0.403 -0.529 1.422
N -0.861 -1.586 1.485
H -0.660 -2.223 -0.137
H -1.084 -1.636 -1.765
H 0.252 -2.799 -1.495
H 1.730 -0.981 -0.672
H 1.076 -0.549 -2.229
H 0.930 1.448 -0.950
H -0.715 0.840 -1.026
H 1.256 0.688 1.301
H -0.006 2.831 1.066
H -1.538 1.926 1.057
H -0.537 1.945 2.520

Entry from the OMol25 dataset: a structure of composition C26H60BInN7O10S at a distorted geometry (ωB97M-V with the def2-TZVPD basis set).

Calculated values
Orbital gap = 6.0 eV
Molar mass = 788.5 g mol⁻¹
Total charge = -1
HOMO = -0.1408 hartree

Cartesian coordinates (Å):
C -2.767 -1.178 1.889
C -2.095 -0.863 0.767
C -0.740 -0.258 0.654
In -0.423 1.641 1.809
S 1.517 1.207 3.378
C -2.199 2.285 3.017
C -3.525 1.997 2.419
O -4.553 1.831 3.075
B 0.189 3.345 0.361
O -0.733 4.236 -0.147
O 1.509 3.479 -0.058
H -3.846 -1.249 1.847
H -2.270 -1.341 2.836
H -2.588 -1.103 -0.173
H 0.053 -0.948 0.956
H -0.574 -0.013 -0.389
H 1.035 0.369 4.297
H -2.178 1.866 4.020
H -2.111 3.369 3.108
H -3.610 1.889 1.321
H -1.498 3.742 -0.448
H 2.043 3.237 0.699
C -3.686 -3.344 -2.156
O -3.191 -2.281 -2.477
N -3.052 -4.266 -1.415
C -3.676 -5.510 -1.027
C -1.687 -3.986 -0.985
H -4.716 -3.629 -2.434
H -3.723 -5.585 0.062
H -3.105 -6.358 -1.413
H -4.688 -5.558 -1.424
H -1.662 -3.069 -0.394
H -1.047 -3.847 -1.857
H -1.306 -4.811 -0.392
C 2.240 1.502 7.441
O 2.230 0.831 6.434
N 2.955 2.637 7.579
C 2.956 3.414 8.796
C 3.749 3.080 6.442
H 1.651 1.244 8.342
H 2.586 4.424 8.602
H 3.969 3.484 9.201
H 2.312 2.943 9.537
H 3.100 3.248 5.582
H 4.474 2.313 6.176
H 4.273 3.998 6.699
C -1.015 1.905 -2.749
O -1.491 1.834 -1.632
N -1.625 1.440 -3.852
C -1.007 1.495 -5.158
C -2.950 0.854 -3.699
H -0.013 2.329 -2.938
H -1.632 2.084 -5.835
H -0.899 0.487 -5.567
H -0.024 1.956 -5.085
H -3.646 1.596 -3.303
H -2.900 0.021 -2.999
H -3.310 0.496 -4.661
C 7.896 2.459 6.256
O 7.182 2.894 7.136
N 8.123 1.151 6.039
C 8.977 0.682 4.968
C 7.478 0.183 6.912
H 8.417 3.115 5.537
H 8.411 0.048 4.283
H 9.812 0.105 5.374
H 9.374 1.529 4.413
H 6.395 0.290 6.856
H 7.783 0.348 7.945
H 7.758 -0.822 6.606
C -3.110 -2.319 -5.927
O -4.298 -2.107 -6.065
N -2.237 -2.446 -6.949
C -0.829 -2.696 -6.726
C -2.734 -2.321 -8.308
H -2.641 -2.428 -4.934
H -0.227 -1.888 -7.148
H -0.531 -3.638 -7.195
H -0.630 -2.759 -5.658
H -3.190 -1.341 -8.454
H -3.494 -3.079 -8.501
H -1.911 -2.446 -9.007
C -2.900 4.843 -6.835
O -2.925 4.209 -7.872
N -2.148 5.937 -6.621
C -2.160 6.645 -5.355
C -1.298 6.415 -7.697
H -3.507 4.559 -5.958
H -2.485 7.677 -5.502
H -1.162 6.650 -4.914
H -2.842 6.158 -4.663
H -1.901 6.662 -8.571
H -0.586 5.642 -7.985
H -0.759 7.299 -7.366
C 0.775 -7.025 1.113
O 0.829 -6.266 0.166
N 0.218 -6.728 2.302
C 0.192 -7.676 3.396
C -0.373 -5.409 2.493
H 1.199 -8.044 1.078
H -0.839 -7.890 3.686
H 0.723 -7.270 4.260
H 0.672 -8.604 3.094
H -1.176 -5.247 1.776
H 0.377 -4.633 2.339
H -0.771 -5.333 3.501

Among the records above, which one has the lowest HOMO?
C6H11N